# 1
The following is a DFT calculation (ωB97M-V with the def2-TZVPD basis set) of C10H14BClN6O4Sn as an isolated structure at a distorted geometry.

Results
Calculated total energy = -46728.4390 eV
HOMO level (spin up / spin down) = -0.608 / -0.608 Ha
Gap between HOMO and LUMO (spin up / spin down) = 4.17 / 4.16 eV
LUMO energy (spin up / spin down) = -12.367 / -12.373 eV
ΔE to the lowest compared entry with this formula, charge and spin = 332.4 kJ/mol
Net charge = +2

Last column: Mulliken charge in e.
Element x y z (Å)
H -1.23 -1.47 3.15  0.5090
N 0.15 -0.88 1.62  -0.0497
B 2.23 -0.35 0.23  -0.1907
N 1.52 -0.92 1.51  0.1841
C 2.03 -1.51 2.60  0.0520
Sn -0.90 0.09 -0.04  0.9498
H 3.10 -1.65 2.66  0.4895
C 0.98 -1.84 3.45  -1.0706
H 1.07 -2.32 4.40  0.4336
C -0.20 -1.41 2.82  -0.2588
H 3.40 -0.50 0.30  0.0042
C -2.07 0.99 -1.63  -0.5645
H -3.14 0.99 -1.42  0.1130
H -1.88 0.35 -2.50  0.3897
H -1.71 2.03 -1.67  0.3430
N 1.88 1.18 0.11  0.2112
N 1.65 -1.10 -1.02  0.2037
N 0.58 1.59 0.03  -0.0379
N 0.30 -1.10 -1.28  -0.1458
C 2.66 2.26 0.09  0.0349
C 2.26 -1.84 -1.95  0.0560
H 3.73 2.12 0.15  0.5037
H 3.33 -1.97 -1.89  0.4985
C 1.85 3.39 -0.01  -1.1494
C 1.30 -2.30 -2.85  -1.0960
C 0.53 2.94 -0.05  -0.1322
C 0.07 -1.81 -2.42  -0.1720
H 2.18 4.39 -0.05  0.4501
H 1.48 -2.92 -3.70  0.4507
H -0.41 3.48 -0.12  0.5298
H -0.93 -1.92 -2.82  0.5254
H -1.95 0.96 1.17  0.3822
O -5.24 -0.36 1.47  -0.4789
Cl -4.85 0.23 0.22  1.6085
O -5.29 -0.45 -0.98  -0.4262
O -5.10 1.67 0.14  -0.4922
O -3.37 -0.03 0.26  -0.6579

***

# 2
The following is a DFT calculation (ωB97M-V with the def2-TZVPD basis set) of C8H10N10O5Pd as an isolated structure.

Results
Calculated total energy = -37073.9656 eV
HOMO level = -0.306 Ha
Gap between HOMO and LUMO = 6.14 eV
LUMO energy = -2.187 eV
ΔE to the lowest compared entry with this formula, charge and spin = 0.0 kJ/mol

Last column: Mulliken charge in e.
Element x y z (Å)
Pd -0.15 1.11 0.14  1.3593
O 0.03 0.26 2.09  -0.5858
C 0.20 -1.12 2.36  -0.2090
C -1.13 -1.86 2.30  -0.9279
N -1.61 -2.05 0.90  0.1853
C -0.95 -2.75 0.08  -0.4317
C 1.11 -2.13 -2.21  0.7806
O 0.92 -2.89 -3.06  -0.3885
O 1.26 -1.37 -1.35  -0.3684
C -2.89 -1.42 0.53  -0.4871
C -2.83 0.10 0.88  0.6098
O -3.40 0.44 1.90  -0.5903
O -2.18 0.79 0.03  -0.7538
H 0.90 0.72 2.32  0.5044
H 0.58 -1.24 3.38  0.4196
H 0.92 -1.56 1.67  0.2793
H -1.90 -1.31 2.83  0.3889
H -1.00 -2.85 2.73  0.4606
H -1.32 -2.89 -0.93  0.3545
H -0.02 -3.22 0.39  0.3598
H -3.67 -1.89 1.13  0.3011
H -3.05 -1.58 -0.53  0.3826
N 2.18 2.92 -1.52  -0.0972
C 2.50 2.45 -0.28  0.4877
N 3.61 2.70 0.41  -0.4870
N 3.45 2.04 1.56  -0.6612
N 2.33 1.41 1.57  -0.5554
N 1.71 1.64 0.40  0.3218
C 1.01 2.60 -2.17  0.2802
N 0.75 2.89 -3.42  -0.4141
N -0.46 2.35 -3.66  -0.5821
N -0.92 1.76 -2.62  -0.4122
N 0.00 1.91 -1.63  0.2696
H 2.85 3.49 -2.02  0.2067

***

# 3
The following is a DFT calculation (ωB97M-V with the def2-TZVPD basis set) of one molecule with the formula C9H22NP at a distorted geometry.

Results
Calculated total energy = -20466.0427 eV
HOMO level = -0.285 Ha
SMILES string = CCN(CC)P(C)C(C)(C)C
Gap between HOMO and LUMO = 8.70 eV
LUMO energy = 0.954 eV
ΔE to the lowest compared entry with this formula, charge and spin = 218.0 kJ/mol

Last column: Mulliken charge in e.
Element x y z (Å)
C 2.55 1.80 1.05  -1.8223
C 1.37 0.88 1.29  -0.5690
N 0.96 0.15 0.15  0.6566
C 2.00 -0.45 -0.61  -0.5175
C 2.41 -1.82 0.09  -1.3158
P -0.38 1.02 -0.69  -0.2013
C -0.56 0.09 -2.38  -1.4350
C -1.87 0.05 0.09  1.9074
C -1.95 -1.48 -0.29  -1.5178
C -1.61 0.22 1.60  -2.3907
C -3.17 0.77 -0.42  -1.6411
H 2.84 2.20 1.96  0.4564
H 3.41 1.31 0.79  0.5053
H 2.13 2.54 0.44  0.3946
H 1.66 0.05 2.06  0.3135
H 0.58 1.51 1.49  0.3903
H 2.96 0.22 -0.77  0.2212
H 1.83 -0.71 -1.63  0.3738
H 2.74 -2.53 -0.56  0.4779
H 3.17 -1.69 0.80  0.3228
H 1.45 -2.13 0.54  0.2584
H 0.17 0.61 -2.98  0.4262
H -1.55 0.16 -2.74  0.3872
H -0.23 -0.89 -2.18  0.4641
H -1.12 -1.82 -0.85  0.3667
H -1.85 -2.03 0.61  0.3853
H -2.75 -1.87 -0.90  0.3121
H -0.98 -0.50 1.83  0.6284
H -2.54 0.27 2.19  0.4361
H -1.19 1.21 1.66  0.5586
H -2.95 1.58 -1.02  0.4326
H -3.80 0.18 -1.04  0.3412
H -3.72 1.09 0.44  0.3936